Record 1
Br2H7NSi3 | ωB97M-V with the def2-TZVPD basis set

Its HOMO-LUMO gap is 10.576 eV. The calculation puts the HOMO energy at -10.0 eV. Its spin multiplicity is 1. Its charge is 0.

Atoms and positions in Å:
Br 0.026 -3.636 1.159
Br 2.427 -1.292 2.324
Si -0.951 0.054 1.530
Si 1.295 -1.827 0.544
Si 0.474 0.417 -1.288
N 0.304 -0.436 0.307
H 0.699 1.771 -0.811
H -2.277 -0.265 0.822
H -0.721 1.454 1.936
H 1.540 -0.078 -2.078
H -0.601 0.222 -2.193
H 2.353 -2.246 -0.310
H -1.016 -0.802 2.671

Record 2
Br2HOPS | ωB97M-V with the def2-TZVPD basis set

Its HOMO-LUMO gap is 7.552 eV. The calculation puts the HOMO energy at -9.0 eV. Its spin multiplicity is 1. Its charge is 0.

Atoms and positions in Å:
Br 2.738 -1.192 0.267
Br -1.310 0.760 0.561
S 3.068 0.718 -0.438
P -3.339 -0.155 -0.017
O -3.050 -1.451 -0.563
H 1.893 1.320 0.190

Record 3
Br2HP | ωB97M-V with the def2-TZVPD basis set

Its HOMO-LUMO gap (alpha / beta) is 6.399 / 6.398 eV. The calculation puts the HOMO energy (alpha / beta) at -9.5 / -9.5 eV. Its spin multiplicity is 1. Its charge is 0.

Atoms and positions in Å:
Br -2.115 -1.028 -0.215
Br 1.720 -0.485 0.804
P 0.640 0.515 -0.713
H -0.245 0.997 0.124

The following ΔE to the lowest compared entry with this formula, charge and spin values (in kJ/mol) correspond, in order, to the records above: 0.0, 189.5, 223.2.
The following total energy values (in Ha) correspond, in order, to the records above: -6075.56787, -5963.41813, -5489.92096.